No. 1
ORCA calculation (the ωB97M-V functional and the def2-TZVPD basis) on C4H7Cl in the gas phase.

XYZ file:
```
12
Properties=species:S:1:pos:R:3
C -0.07199 -1.22550 -0.68225
C -0.29948 0.34158 -0.57597
Cl -1.49889 0.69717 -1.64957
C -0.22627 0.45772 1.08666
C 0.89558 0.94705 0.17026
H -1.10085 -1.73045 -0.69440
H 0.24420 -1.46797 0.47382
H 0.73856 -1.42052 -1.46368
H -0.89623 1.31493 1.41534
H -0.22758 -0.47416 1.57198
H 1.82072 0.39078 0.04661
H 0.62222 2.16937 0.30120
```

Output
Kohn-Sham gap = 9.98 eV
E_tot = -616.66449 a.u.
total charge = 0
energy relative to the best compared isomer or geometry (same formula, charge and spin) = 70.9 kcal/mol
SMILES string = CC1(Cl)CC1
HOMO energy = -8.9804 eV

No. 2
ORCA calculation (the ωB97M-V functional and the def2-TZVPD basis) on a gas-phase ion, C5H13N2 (charge +1).

XYZ file:
```
20
Properties=species:S:1:pos:R:3
C 1.28935 0.08549 1.71594
C 0.35421 0.55110 0.65033
C -0.55379 1.55107 0.75623
N -0.89430 2.23764 1.88795
C 0.47396 -0.02568 -0.73066
C -0.68567 -1.02991 -1.03577
N -0.34676 -1.76988 -2.32508
H 2.33745 0.24991 1.45967
H 1.19398 -0.97055 1.98863
H 1.11145 0.60668 2.65908
H -0.99459 1.87068 -0.17891
H -1.81765 2.45939 2.14188
H -0.22292 2.25547 2.62030
H 0.49295 0.75665 -1.49537
H 1.38151 -0.61129 -0.93243
H -1.65419 -0.56828 -1.15090
H -0.64858 -1.70866 -0.19086
H -0.59873 -2.75971 -2.26126
H 0.66007 -1.78072 -2.47723
H -0.87775 -1.39940 -3.10153
```

Output
Kohn-Sham gap = 7.55 eV
E_tot = -307.54796 a.u.
total charge = +1
energy relative to the best compared isomer or geometry (same formula, charge and spin) = 46.2 kcal/mol
SMILES string = C/C(=C\N)CC[NH3+]
HOMO energy = -11.2250 eV

No. 3
ORCA calculation (the ωB97M-V functional and the def2-TZVPD basis) on a molecular structure, C12H24Cl2LiO11.

XYZ file:
```
50
Properties=species:S:1:pos:R:3
Li -0.10551 -0.61650 -0.26407
Cl 1.32519 -1.65131 -2.95185
O 0.23996 -1.96738 -2.04464
O 0.80518 -1.57109 -4.29475
O 1.86672 -0.36018 -2.54133
O 2.34591 -2.64345 -2.87892
Cl -2.29216 -2.37118 1.73191
O -1.53037 -1.17030 1.42480
O -1.48137 -3.22918 2.55759
O -3.48686 -1.99009 2.43680
O -2.63486 -3.04015 0.49897
C -2.58449 1.40319 -3.17837
C -3.54282 0.26491 -2.87295
C -2.90384 -0.39009 -1.62218
O -1.62906 0.25564 -1.42238
C -1.26736 0.88097 -2.64467
H -2.86158 2.29804 -2.61036
H -2.48408 1.68817 -4.22773
H -3.55496 -0.42578 -3.72018
H -4.56445 0.61646 -2.73547
H -2.82051 -1.46905 -1.71439
H -3.49019 -0.11085 -0.74593
H -0.77410 0.19834 -3.34165
H -0.57366 1.71510 -2.50840
C 1.37269 3.26369 1.52593
C -0.13325 3.57202 1.58074
C -0.72391 2.18213 1.31830
O 0.22628 1.53994 0.46974
C 1.45343 2.25881 0.37744
H 1.62935 2.72604 2.44308
H 1.93385 4.19628 1.47775
H -0.44351 4.30166 0.83087
H -0.43590 3.96213 2.55360
H -1.66669 2.23458 0.77930
H -0.79668 1.63153 2.25645
H 1.48303 2.76269 -0.59242
H 2.29169 1.58011 0.51235
C 3.21576 -2.45951 1.69175
C 2.49327 -1.91871 2.92916
C 1.80232 -0.69431 2.36334
O 1.35335 -1.10168 1.09543
C 2.31451 -2.00293 0.52889
H 3.32645 -3.54516 1.69679
H 4.22702 -2.05297 1.65419
H 3.16552 -1.72127 3.76602
H 1.72936 -2.59382 3.31976
H 2.46516 0.18459 2.29080
H 0.97126 -0.33693 2.97617
H 2.93101 -1.46119 -0.19618
H 1.81388 -2.82198 0.02087
```

Output
Kohn-Sham gap = 9.02 eV
E_tot = -2226.82939 a.u.
total charge = -1
energy relative to the best compared isomer or geometry (same formula, charge and spin) = 0.0 kcal/mol
HOMO energy = -6.5601 eV